Below is 7 unconnected molecules or ions with the total composition C18H32N2O30S6 in a non-equilibrium geometry, with properties calculated with ωB97M-V/def2-TZVPD.

Geometry (Å):
N -1.08702 3.45748 -0.89535
C -1.66732 2.32853 -0.02543
O -1.19441 2.04206 1.20461
C -2.97178 1.47348 -0.62428
C -4.25898 2.51301 -0.49636
C -5.60195 2.01473 -1.29324
O -6.27660 0.75881 -0.87662
C -7.39846 1.09724 0.02122
O -8.26386 0.34150 0.70144
O -7.64795 2.56450 0.21495
C -6.71867 3.14335 -0.77492
O -7.24718 3.76703 -1.99907
N -7.20557 5.13152 -1.87833
O -8.26597 5.45034 -1.31165
H -1.79897 4.23462 -0.78764
H -1.09738 3.17064 -1.91448
H -3.10141 0.50472 0.05126
H -2.77063 1.13059 -1.74952
H -4.58644 2.70200 0.63151
H -3.89912 3.55398 -0.93939
H -5.43103 2.20446 -2.45047
H -6.05509 4.02536 -0.32470
O -0.07403 0.97453 -2.51714
S -0.10107 1.54135 -3.84722
O -1.21930 2.30052 -4.35674
O 0.25092 0.35768 -4.91161
C 1.40758 0.72218 -5.66293
C 2.22068 1.63075 -4.74473
O 1.25669 2.42142 -4.05310
H 1.07715 1.25984 -6.55751
H 1.96547 -0.16964 -5.96073
H 2.91609 2.26681 -5.29754
H 2.77410 1.04670 -4.00180
O 4.34431 0.11958 -7.08708
S 3.93475 -1.26598 -7.14726
O 2.56583 -1.69064 -6.96801
O 4.88069 -2.12041 -6.13088
C 5.56412 -3.13854 -6.85995
C 5.71183 -2.59497 -8.27856
O 4.49390 -1.90187 -8.54133
H 4.94488 -4.04125 -6.84627
H 6.53112 -3.35459 -6.39789
H 5.87093 -3.38738 -9.01377
H 6.53193 -1.87179 -8.34007
O -3.99203 -0.53680 2.93270
S -4.61982 0.76568 2.95602
O -5.27603 1.34388 1.80647
O -3.53834 1.84115 3.53193
C -4.06630 2.46761 4.69984
C -5.01081 1.44211 5.32110
O -5.65376 0.80980 4.21675
H -4.60934 3.36582 4.38859
H -3.25795 2.74948 5.37983
H -5.74723 1.90218 5.98427
H -4.45411 0.67625 5.87144
O 8.05530 -3.76155 -1.69745
S 6.91391 -3.48797 -2.54215
O 6.94529 -3.63276 -3.97897
O 6.36095 -1.99706 -2.18256
C 5.00032 -2.08296 -1.76245
C 4.85031 -3.47182 -1.14740
O 5.64118 -4.33005 -1.96639
H 4.36341 -1.97230 -2.64600
H 4.77101 -1.28802 -1.04777
H 3.81102 -3.80832 -1.12709
H 5.26160 -3.50003 -0.13282
O -4.52124 3.19316 7.22760
S -4.21491 3.85547 8.47605
O -5.20318 4.56719 9.25270
O -2.94012 4.84132 8.22922
C -1.87648 4.47175 9.10517
C -2.05762 2.97760 9.35894
O -3.46701 2.78288 9.45105
H -1.98372 5.04476 10.03184
H -0.90967 4.69859 8.64790
H -1.56206 2.64762 10.27507
H -1.68968 2.38682 8.51340
O 4.34431 -4.10114 2.47864
S 3.93475 -5.48670 2.41845
O 2.56583 -5.91135 2.59770
O 4.88069 -6.34113 3.43484
C 5.56412 -7.35925 2.70576
C 5.71183 -6.81568 1.28716
O 4.49390 -6.12259 1.02439
H 4.94488 -8.26197 2.71945
H 6.53112 -7.57531 3.16783
H 5.87093 -7.60809 0.55194
H 6.53193 -6.09251 1.22565

frontier orbital gap = 0.32086 hartree
electronic energy = -5460.46169 Ha
HOMO = -9.506 eV
SMILES = NC(=O)CC[C@H]1OC(=O)O[C@@H]1ON=O.O=S1(=O)OCCO1.O=S1(=O)OCCO1.O=S1(=O)OCCO1.O=S1(=O)OCCO1.O=S1(=O)OCCO1.O=S1(=O)OCCO1
total charge = 0

Löwdin atomic charge list, values in e, 4 entries: 0.0573, -0.2943, -0.0414, -0.0818

Below is a molecular structure, C18H32N3OPPdSi in a non-equilibrium geometry, with properties calculated with ωB97M-V/def2-TZVPD.

Geometry (Å):
Pd -0.56340 -0.83557 -0.16185
Si -0.01127 -2.38530 -1.66156
P 1.41307 1.62251 -1.55799
N -1.92995 0.61637 -0.09101
H 2.55344 1.61720 -0.53566
C 1.21197 3.42935 -1.83609
H 1.24291 3.59193 -2.92422
H 1.99996 3.96622 -1.29838
H 0.20685 3.66770 -1.44723
C 2.37944 0.97829 -2.98560
H 2.36929 1.76407 -3.75321
H 1.90904 0.06390 -3.38020
H 3.40485 0.75665 -2.71008
C -0.21991 1.27709 -2.43325
H -0.23195 1.84119 -3.37705
H -1.05973 1.58522 -1.79202
H -0.37709 0.21134 -2.65617
C 1.82362 -2.83287 -1.73307
H 2.18201 -3.19808 -0.76237
H 2.44150 -1.99039 -2.06628
H 1.92627 -3.65827 -2.45371
H -0.75738 -3.65083 -1.36869
H -0.32292 -1.92411 -3.06176
C -3.20992 0.45935 -0.34899
C -5.51375 1.20757 -0.02185
C -4.16480 1.39324 0.18693
C -3.69423 -0.61587 -1.16704
C -5.05073 -0.78064 -1.36472
C -5.96499 0.11843 -0.79503
H -6.23465 1.90522 0.40660
H -3.75805 2.23400 0.76609
H -2.93848 -1.29209 -1.58709
H -5.40002 -1.60902 -1.97293
H -7.03454 -0.02449 -0.95761
C 3.20678 0.12521 0.75790
O 2.35392 -0.70979 0.37638
C 2.92608 1.07034 1.89373
H 3.68628 1.86027 1.95674
H 2.94929 0.53279 2.85514
H 1.93365 1.51828 1.75116
C 4.59001 0.09962 0.18907
H 5.01173 1.09415 0.07682
H 4.58041 -0.41451 -0.76499
H 5.29476 -0.42075 0.84844
N 1.05650 -2.41361 2.07976
C 0.13230 -1.64518 2.71287
C -0.18340 -1.86053 4.08436
C -1.06944 -1.00267 4.70746
C -1.57716 0.08351 3.98210
C -1.24780 0.21805 2.63565
N -0.52377 -0.71020 1.99127
H 1.58356 -1.92391 1.32995
H 1.61103 -3.00092 2.68913
H 0.31132 -2.70218 4.57117
H -1.35343 -1.15717 5.75242
H -2.25673 0.81937 4.41812
H -1.64238 1.03055 2.00846

<S²> = 6.065
frontier orbital gap (alpha / beta) = 0.24429 / 0.25161 hartree
electronic energy = -1703.08768 Ha
spin multiplicity = 5
HOMO (alpha / beta) = -5.986 / -7.717 eV
total charge = 0

natural (NBO) atomic charge list, values in e, 4 entries: 0.5352, 0.6206, 0.9696, -0.5521

Below is a gas-phase ion, C18H32NO3 (charge +1), with properties calculated with ωB97M-V/def2-TZVPD.

Geometry (Å):
C 3.01403 3.72991 -1.17539
C 2.76354 2.23127 -1.24814
O 2.28714 1.78957 -2.52138
C 0.97552 2.22691 -2.86031
C 0.59869 1.63246 -4.21730
C 0.49372 0.11296 -4.15760
N 1.81179 -0.46359 -3.79526
C 1.73733 -1.83043 -3.20396
C 1.02323 -1.76356 -1.88419
C -0.22999 -2.31916 -1.69506
C -0.86396 -2.19557 -0.47008
C -0.28994 -1.49689 0.58791
O -0.89110 -1.31842 1.78273
C -2.12071 -1.97068 2.06568
C -2.47386 -1.67204 3.51903
C -2.81022 -0.19702 3.77491
C -4.19284 0.16294 3.23653
C -2.74353 0.09576 5.27184
C 0.99378 -0.92718 0.39968
O 1.69627 -0.18475 1.29002
C 1.41030 -0.22133 2.67726
C 1.62152 -1.08602 -0.82830
H 3.62520 4.05123 -2.01526
H 3.54441 3.95242 -0.25470
H 2.08490 4.29369 -1.17586
H 2.06082 1.91639 -0.46704
H 3.70507 1.69359 -1.11550
H 0.94696 3.31875 -2.92173
H 0.26837 1.90139 -2.08400
H -0.36087 2.04486 -4.52536
H 1.34592 1.93121 -4.95438
H 0.15823 -0.29868 -5.11126
H -0.21458 -0.17979 -3.37866
H 2.43062 -0.45584 -4.61003
H 2.20725 0.22479 -3.08948
H 1.21207 -2.48963 -3.89756
H 2.75790 -2.19514 -3.07053
H -0.71680 -2.86227 -2.49026
H -1.83556 -2.64355 -0.34661
H -2.00723 -3.05279 1.92232
H -2.90364 -1.60329 1.39167
H -3.32189 -2.29594 3.80387
H -1.61981 -1.95788 4.13552
H -2.06114 0.41856 3.26496
H -4.26255 -0.00586 2.16451
H -4.95640 -0.43498 3.72876
H -4.40807 1.21160 3.42551
H -2.98162 1.13832 5.46661
H -1.74937 -0.10682 5.66368
H -3.45771 -0.52358 5.80927
H 2.23809 0.30786 3.14758
H 0.47243 0.28378 2.91093
H 1.37519 -1.24594 3.04965
H 2.61313 -0.67156 -0.92522

frontier orbital gap = 0.31795 hartree
electronic energy = -985.30402 Ha
HOMO = -11.097 eV
SMILES = CCOCCC[NH2+]Cc1ccc(OCCC(C)C)c(OC)c1
total charge = +1

natural (NBO) atomic charge list, values in e, 4 entries: -0.6445, -0.0650, -0.5795, -0.0738

Below is a molecular structure, C18H32O4S4Sb2Tc, with properties calculated with ωB97M-V/def2-TZVPD.

Geometry (Å):
Tc 1.43882 1.59926 0.16939
C 4.52967 2.74949 -0.16970
C 3.76892 4.02957 0.10646
S 1.96057 3.82806 -0.15868
C 1.31080 4.74372 1.29704
C 0.57778 3.85867 2.29662
S 1.23252 2.17010 2.44390
C 2.94699 2.43600 3.01368
C 3.92769 1.48435 2.33774
S 3.75125 1.27571 0.53876
H 5.55671 2.82200 0.18923
H 4.56729 2.52843 -1.23732
H 4.09134 4.81865 -0.57228
H 3.93511 4.37707 1.12189
H 0.62485 5.49534 0.90942
H 2.14730 5.27481 1.74745
H -0.44533 3.67672 1.96622
H 0.53428 4.33249 3.27740
H 2.96692 2.27359 4.09090
H 3.19479 3.47854 2.83242
H 3.80174 0.47332 2.72686
H 4.95587 1.78106 2.55086
C -2.72761 0.45384 2.49015
Sb -1.92472 -0.59986 0.84108
C -3.43572 -0.27802 -0.59601
C -2.20267 -2.73568 1.34928
C -2.73248 -3.42546 0.16140
C -4.10599 -3.63184 0.02655
C -4.62954 -4.21234 -1.10919
C -3.78753 -4.59830 -2.16773
C -2.43703 -4.41093 -2.06435
C -1.86895 -3.84095 -0.89967
C -0.44795 -3.67015 -0.82601
Sb 0.18157 -1.50449 -1.54607
C 2.24287 -1.88994 -1.26336
C 0.09298 -1.80702 -3.62354
H -3.74515 0.08261 2.61775
H -2.74893 1.50828 2.22316
H -2.14069 0.29410 3.38981
H -4.32575 -0.81283 -0.26605
H -3.13138 -0.60831 -1.58352
H -3.62790 0.79293 -0.62598
H -2.90692 -2.69273 2.18044
H -1.23305 -3.07546 1.69709
H -4.76617 -3.34485 0.83636
H -5.69607 -4.37774 -1.18502
H -4.20681 -5.05593 -3.05330
H -1.78178 -4.72668 -2.86720
H 0.13013 -4.20654 -1.57765
H 0.02600 -3.64660 0.14998
H 2.44626 -2.91832 -1.56214
H 2.54934 -1.74970 -0.22830
H 2.78845 -1.20483 -1.90889
H 0.42510 -2.82060 -3.84554
H 0.77337 -1.07992 -4.06311
H -0.91535 -1.63439 -3.98747
O -1.29907 0.76488 -2.47126
S -0.36843 1.64687 -1.80492
O -0.25308 2.99410 -2.24704
O -0.62196 1.60275 -0.26411
O 1.03670 0.91311 -1.80387

<S²> = 3.773
frontier orbital gap (alpha / beta) = 0.26861 / 0.18962 hartree
electronic energy = -3159.45997 Ha
spin multiplicity = 4
HOMO (alpha / beta) = -13.294 / -13.599 eV
total charge = +2

natural (NBO) atomic charge list, values in e, 4 entries: 0.3139, -0.5526, -0.5393, 0.5551